No. 1
Here is a single C13H13N3O6S2 molecule from OMol25. Energies are from ωB97M-V with the def2-TZVPD basis set.

Calculated total energy: -52114.8130 eV
LUMO level: -0.04745 Eh
HOMO level: -9.0 eV
Gap between HOMO and LUMO: 7.7 eV
Structure (SMILES): CCOC(=O)Cc1csc(NS(=O)(=O)c2ccc([N+](=O)[O-])cc2)n1
Largest force on an atom: 1.5 eV/A

Positions of all 37 atoms, in Å:
C -4.1496 -1.7899 0.9235
C -4.7659 -0.4627 1.3421
H -5.8033 -0.3933 0.9993
H -4.7192 -0.3290 2.4247
O -4.0212 0.6284 0.7951
C -4.3519 1.0540 -0.4223
O -5.2990 0.6743 -1.0528
C -3.3539 2.1048 -0.9003
C -1.9765 1.6097 -0.6122
C -1.1012 2.1187 0.2912
S 0.3258 1.1428 0.3820
C -0.3982 0.1006 -0.8238
N -1.5555 0.4701 -1.2342
N 0.2903 -0.9910 -1.2795
H -0.2050 -1.5227 -1.9820
S 1.1543 -1.9418 -0.1691
O 0.5036 -1.9264 1.1017
O 1.3785 -3.1816 -0.8368
C 2.6886 -1.0233 -0.0750
C 3.4380 -0.8899 -1.2295
C 4.6223 -0.1772 -1.1833
C 5.0236 0.3807 0.0255
C 4.2721 0.2372 1.1854
C 3.0879 -0.4768 1.1302
H 2.4652 -0.6154 1.9992
H 4.6231 0.6839 2.1033
N 6.2655 1.1330 0.0765
O 6.8860 1.2507 -0.9543
O 6.5942 1.5908 1.1458
H 5.2405 -0.0443 -2.0584
H 3.0894 -1.3489 -2.1401
H -1.2054 2.9852 0.9103
H -3.5375 3.0398 -0.3712
H -3.5039 2.2490 -1.9704
H -3.1037 -1.8297 1.2205
H -4.6859 -2.6080 1.3955
H -4.2120 -1.9018 -0.1564

These are the Löwdin partial charges, in e, on atoms 1 to 5: C -0.05; C -0.21; H 0.12; H 0.12; O -0.01

No. 2
Here is C30H30I2N5O9P2STi as an isolated structure from OMol25. Energies are from ωB97M-V with the def2-TZVPD basis set.

Calculated total energy: -126214.6670 eV
LUMO level (alpha / beta): -0.01575 / -0.01516 Eh
Multiplicity: 2
HOMO level (alpha / beta): -6.5 / -7.8 eV
Gap between HOMO and LUMO (alpha / beta): 6.1 / 7.4 eV
Largest force on an atom: 4.3 eV/A

Positions of all 80 atoms, in Å:
Ti 0.2877 0.2389 -0.2028
I 4.6138 -5.4760 2.5749
C 3.7233 -3.7903 1.6641
C 4.4027 -2.5901 1.6217
C 3.8044 -1.5038 1.0152
I 4.9307 0.2648 0.8690
C 2.5105 -1.5266 0.4670
O 1.9606 -0.4703 -0.0701
C 1.8693 -2.7943 0.5090
C 0.5182 -2.9229 -0.1310
N -0.4005 -1.9195 0.3984
C -0.9076 -2.2537 1.7210
C -0.2764 -1.4025 2.7941
C -0.6441 -1.5653 4.1256
C -0.0318 -0.7850 5.0935
C 0.9373 0.1248 4.6834
C 1.2346 0.2155 3.3380
N 0.6426 -0.5227 2.3963
C 2.4668 -3.8929 1.0945
H 5.3884 -2.4966 2.0490
H 0.6225 -2.7638 -1.2124
H 0.1231 -3.9418 0.0283
H -1.2007 -1.8561 -0.2398
H -1.9957 -2.1122 1.7515
H -0.7098 -3.3085 1.9635
H -1.3893 -2.3039 4.3868
H -0.2920 -0.8876 6.1374
H 1.4540 0.7474 5.3972
H 1.9892 0.9077 2.9878
H 1.9474 -4.8399 1.0886
N -0.1790 0.6670 -5.1558
C 0.6336 0.8957 -3.9315
C 2.0009 1.4523 -4.2250
P 0.5733 -0.7656 -3.1068
O 2.0888 -1.1198 -2.6626
O 0.1599 -1.6739 -4.2225
O -0.2568 -0.7117 -1.8630
P -0.3250 2.0442 -2.8282
O -1.7488 1.3136 -3.0756
O -0.2989 3.3992 -3.3928
O 0.1931 1.8079 -1.4263
H -0.2331 -0.4151 -5.1604
H 0.2143 1.0795 -6.0026
H -1.1140 1.0508 -4.9574
H 2.5595 0.8387 -4.9344
H 2.5564 1.5005 -3.2877
H 1.9111 2.4723 -4.6024
H 2.4790 -1.7150 -3.3052
H -2.3894 1.3284 -2.3296
O -3.4320 1.2029 -1.0370
S -2.8902 0.2089 -0.1287
O -2.7314 -1.1084 -0.7052
N -1.5160 0.6685 0.5448
C -1.5292 1.9310 1.1395
C -2.6613 2.6605 1.4898
C -2.5354 3.8970 2.1228
C -1.3016 4.4512 2.3704
C -0.1322 3.7871 1.9539
C 1.1609 4.3505 2.0248
C 2.2042 3.6820 1.4083
C 1.9889 2.4347 0.8472
N 0.8133 1.7876 0.9055
C -0.2569 2.5033 1.3647
C -4.0591 -0.0522 1.2153
C -5.3987 -0.2050 0.9148
C -6.2919 -0.4919 1.9360
C -5.8431 -0.5918 3.2437
C -4.4994 -0.4158 3.5375
C -3.6006 -0.1619 2.5165
H -3.6447 2.2924 1.2456
H -3.4347 4.4252 2.4107
H -1.2186 5.4220 2.8352
H 1.3035 5.3106 2.4941
H 3.1898 4.1185 1.3576
H 2.7794 1.9190 0.3226
H -5.7149 -0.0894 -0.1109
H -7.3388 -0.6300 1.7144
H -6.5450 -0.7984 4.0373
H -4.1535 -0.4669 4.5587
H -2.5510 -0.0161 2.7225

These are the Löwdin partial charges, in e, on atoms 1 to 5: Ti 0.92; I 0.81; C -0.72; C -0.24; C -0.60

No. 3
Here is C25H39Be2BrClF2NNaO8PSi as an isolated structure from OMol25. Energies are from ωB97M-V with the def2-TZVPD basis set.

Calculated total energy: -154787.7910 eV
LUMO level: -0.18016 Eh
HOMO level: -6.9 eV
Gap between HOMO and LUMO: 2.0 eV
Largest force on an atom: 5.5 eV/A

Positions of all 82 atoms, in Å:
C -5.6832 3.5365 0.5511
C -5.2364 2.5429 1.4664
C -3.6716 2.2723 1.7835
C -3.3659 0.7282 1.5864
C -3.1804 0.1954 0.2925
C -3.1725 0.9058 -1.1059
F -3.2745 2.3118 -1.1767
F -4.2929 0.3811 -1.8671
C -1.7444 0.5110 -1.7817
C -1.8627 -0.3256 -3.1431
Si -0.2456 -1.4061 -3.2171
C -0.5985 -2.7291 -4.6018
C 0.0592 -2.3979 -1.5983
C 1.3286 -0.3869 -3.6010
C 2.1535 0.2369 -2.4124
C 3.4693 1.0355 -2.6808
C 3.9897 1.2075 -4.1890
C 3.1522 0.6129 -5.3734
C 1.8317 -0.1879 -5.0804
C -2.9296 -1.4077 0.2585
O -3.4540 -2.1677 -0.6038
C -1.9836 -1.9523 1.4467
C -0.8954 -3.1089 1.2563
C -2.1090 -1.3738 2.7582
C -1.1932 -1.7991 3.9983
C 0.1545 -0.8671 3.9299
C 0.1165 0.2326 2.7652
C 1.4900 -1.7646 3.6680
C -3.2641 -0.2416 2.8762
O -3.9800 -0.1329 3.8962
H -6.6581 3.3513 -0.0195
H -5.1563 4.5301 0.3673
H -5.9763 1.8815 2.0424
H -3.5020 2.5647 2.8930
H -2.9758 2.9795 1.1906
H -1.0709 0.0233 -0.9797
H -1.2036 1.4975 -2.0590
H -1.9046 0.4007 -4.0444
H -2.7186 -1.0777 -3.1941
H -1.7100 -3.0153 -4.4554
H 0.0557 -3.6418 -4.3255
H -0.3775 -2.3250 -5.6464
H 0.9842 -3.0558 -1.6853
H -0.9133 -2.9674 -1.3713
H 0.2295 -1.6756 -0.7126
H 1.7945 0.1063 -1.3302
H 4.0408 1.4513 -1.7683
H 4.9854 1.7848 -4.3413
H 3.5132 0.7343 -6.4560
H 1.2305 -0.6550 -5.9282
H -0.8101 -3.8242 2.1598
H 0.1256 -2.6388 1.0289
H -1.2358 -3.7827 0.3652
H -1.7333 -1.5622 4.9817
H -0.9413 -2.9183 4.0259
H 0.2353 -0.2943 4.9227
H -0.7324 0.9982 2.8609
H 1.1045 0.8460 2.8675
H 0.1667 -0.2302 1.6998
H 2.3171 -0.9965 3.4065
H 1.7812 -2.3055 4.6341
H 1.3827 -2.4685 2.7652
Be -2.4177 -4.6470 0.9610
Br 2.3112 -2.0963 -0.1506
O 2.5521 -4.3625 4.3495
H 2.9277 -4.6659 5.1907
H 3.2352 -4.5766 3.6927
O 5.2123 6.3355 -3.0084
P 4.6856 4.9338 -3.3218
O 3.5081 5.0492 -4.2935
O 4.2155 4.2668 -2.0232
O 5.7990 4.0898 -3.9588
N 2.3655 2.6522 1.1295
H 2.8857 2.5871 2.1095
H 1.5629 3.2812 1.2104
H 3.0084 3.0124 0.4162
H 2.0433 1.7231 0.8577
Be 0.8445 -4.5201 3.7596
O 0.5818 2.4138 4.4454
H -0.2462 2.8549 4.6405
Cl 2.8859 1.6434 3.3293
Na 6.1044 1.8493 -3.3311

These are the Löwdin partial charges, in e, on atoms 1 to 5: C -0.02; C -0.15; C -0.14; C -0.05; C 0.02

No. 4
Here is C43H35I2N6O2PSW as an isolated structure from OMol25. Energies are from ωB97M-V with the def2-TZVPD basis set.

Calculated total energy: -96328.4619 eV
LUMO level (alpha / beta): -0.23322 / -0.25543 Eh
Multiplicity: 3
HOMO level (alpha / beta): -12.5 / -12.5 eV
Net charge: +2
Gap between HOMO and LUMO (alpha / beta): 6.2 / 5.6 eV
Largest force on an atom: 2.0 eV/A

Positions of all 91 atoms, in Å:
W 0.3018 0.6116 0.4848
N -0.1502 -0.8635 4.6329
C -0.1442 -0.6452 3.3211
S 1.3783 -0.3812 2.5160
N -1.2881 -0.5779 2.6656
N -1.1735 -0.2749 1.3866
C -1.4664 1.9864 0.1177
C -1.3317 2.1278 -1.3512
C -2.1540 2.7033 -2.3025
C -1.6078 3.0094 -3.5410
C -0.2549 2.7901 -3.7607
C 0.4974 2.1853 -2.7712
N -0.0489 1.8159 -1.6108
H 0.7081 -1.0282 5.1294
H -1.0293 -1.0432 5.0932
H -1.2939 2.9980 0.4906
H -3.1817 2.9426 -2.0677
H -2.2188 3.4709 -4.3052
H 0.2280 3.0860 -4.6806
H 1.5613 2.0268 -2.8938
C -4.4721 0.7550 -0.8391
C -4.0644 1.5224 0.3645
N -4.9692 2.1564 1.0162
C -4.7852 2.5608 2.2979
C -3.6289 2.3214 3.0128
C -3.5921 2.6072 4.4997
O -2.8864 1.6076 5.2187
C -2.4891 1.9145 2.2969
C -1.2191 2.1493 2.8715
N -0.0292 2.1167 2.3074
C 1.0705 2.6361 3.0270
C 1.0229 3.0269 4.3750
C 2.1200 3.5544 5.0282
C 3.3251 3.7302 4.3670
C 3.4135 3.3665 3.0345
C 2.3067 2.8307 2.4077
I 2.5860 2.2789 0.3476
C -2.6419 1.3955 0.8779
O -2.4174 -0.0789 0.8392
H -5.4039 1.1579 -1.2296
H -4.6543 -0.2802 -0.5352
H -3.7046 0.7341 -1.6038
H -5.6322 3.0668 2.7459
H -4.6136 2.7108 4.8711
H -3.0913 3.5587 4.6955
H -3.4470 0.8270 5.2789
H -1.2699 2.4684 3.9020
H 0.1113 2.9178 4.9443
H 2.0275 3.8397 6.0671
H 4.1879 4.1429 4.8698
H 4.3396 3.4866 2.4895
I 0.1613 -3.8925 1.4537
C 2.2048 -3.7419 0.9290
C 3.1406 -4.1762 1.8227
C 4.4493 -4.4560 1.3857
C 4.7288 -4.4634 0.0511
C 3.7560 -4.0629 -0.8950
C 3.9520 -4.2621 -2.2784
C 2.9482 -3.9950 -3.1665
C 1.8157 -3.2898 -2.7381
C 1.6412 -2.9562 -1.4138
P 0.5680 -1.4345 -1.1844
C 1.4630 -0.5758 -2.5581
C 2.7620 -0.1810 -2.2316
C 3.6224 0.2945 -3.2094
C 3.1915 0.3805 -4.5272
C 1.8947 0.0115 -4.8527
C 1.0324 -0.4672 -3.8747
C -1.0220 -2.0012 -1.8710
C -1.8420 -1.1240 -2.5781
C -3.0257 -1.5730 -3.1425
C -3.4437 -2.8786 -2.9362
C -2.6468 -3.7496 -2.2091
C -1.4269 -3.3256 -1.7079
C 2.5125 -3.5305 -0.4418
H 2.8740 -4.3727 2.8522
H 5.1948 -4.7639 2.1057
H 5.6830 -4.8254 -0.3095
H 4.8917 -4.6801 -2.6165
H 3.0485 -4.2467 -4.2132
H 1.1069 -2.9498 -3.4795
H 3.1312 -0.3030 -1.2163
H 4.6321 0.5793 -2.9426
H 3.8703 0.7155 -5.3000
H 1.5583 0.0831 -5.8789
H 0.0357 -0.7849 -4.1499
H -1.5332 -0.0992 -2.7279
H -3.6224 -0.9052 -3.7506
H -4.3859 -3.2145 -3.3482
H -2.9688 -4.7688 -2.0431
H -0.7845 -4.0351 -1.2068

These are the Löwdin partial charges, in e, on atoms 1 to 5: W 1.05; N 0.16; C -0.81; S 0.67; N 0.05

No. 5
Here is C32H34Br2N2O2Zn as an isolated structure from OMol25. Energies are from ωB97M-V with the def2-TZVPD basis set.

Calculated total energy: -229313.4748 eV
LUMO level: -0.06679 Eh
HOMO level: -5.2 eV
Gap between HOMO and LUMO: 3.4 eV
Largest force on an atom: 1.6 eV/A

Positions of all 73 atoms, in Å:
C -2.9753 7.5089 -1.4194
O -2.3760 7.1289 -0.1628
C -1.9657 5.8377 -0.0384
C -1.3833 5.4491 1.1960
C -1.0038 4.1433 1.3968
C -1.1440 3.1545 0.3773
C -0.7756 1.7854 0.6163
C -0.9597 0.7741 -0.3260
C -0.6528 -0.5689 -0.1622
N -0.9239 -1.4957 -1.1036
C -0.5403 -2.8951 -0.9084
C 0.9718 -3.0917 -0.7538
C 1.3481 -4.5439 -0.5815
C 2.2232 -5.1524 -1.4849
C 2.4715 -6.5222 -1.3950
C 1.8785 -7.2764 -0.3749
C 1.0513 -6.6503 0.5652
C 0.7934 -5.2795 0.4694
C -1.1089 -3.5711 -2.1585
O -1.0639 -4.7622 -2.4563
N -1.6903 -2.5937 -2.9188
C -2.2851 -2.8833 -4.2046
C -1.6225 -1.2404 -2.3807
C -3.0511 -0.7011 -2.1937
C -0.7968 -0.3518 -3.3272
C -1.6760 3.5846 -0.8745
C -2.1260 4.8761 -1.0682
H -3.1586 8.5751 -1.3170
H -2.2908 7.3169 -2.2567
H -3.9202 6.9731 -1.5816
H -1.2762 6.2069 1.9722
H -0.5832 3.8407 2.3567
H -0.4265 1.5134 1.6114
H -1.3868 1.0415 -1.2862
H -0.1676 -0.9434 0.7461
H -1.0645 -3.3136 -0.0275
H 1.4747 -2.6747 -1.6420
H 1.2982 -2.5051 0.1190
H 2.6733 -4.5399 -2.2696
H 3.1206 -6.9966 -2.1304
H 2.0610 -8.3501 -0.3132
H 0.5942 -7.2256 1.3711
H 0.1466 -4.7736 1.1920
H -2.1952 -3.9529 -4.3984
H -3.3453 -2.6026 -4.2133
H -1.7740 -2.3281 -5.0015
H -3.6725 -1.4766 -1.7261
H -3.0748 0.1857 -1.5586
H -3.4697 -0.4415 -3.1736
H 0.1356 -0.8708 -3.5896
H -1.3746 -0.1641 -4.2399
H -0.5413 0.6083 -2.8743
H -1.7550 2.8874 -1.7095
H -2.6097 5.1543 -2.0089
Br -0.3502 4.9079 6.8886
Zn -1.3851 3.0595 6.0805
Br -1.9105 1.2873 4.7539
C 3.0488 2.7345 3.7864
C 2.2997 3.3028 2.7192
C 2.1048 2.2902 1.7365
C 2.7147 1.0731 2.1911
C 3.3048 1.3567 3.4974
C 3.9592 0.3412 4.2109
C 4.0526 -0.9299 3.6339
C 3.4830 -1.2034 2.3714
C 2.8191 -0.2107 1.6417
H 3.3734 3.2247 4.7003
H 1.9512 4.3343 2.6595
H 1.6429 2.4137 0.7636
H 4.3683 0.5578 5.1970
H 4.5532 -1.7325 4.1763
H 3.5522 -2.2156 1.9535
H 2.3836 -0.3985 0.6604

These are the Löwdin partial charges, in e, on atoms 1 to 5: C -0.06; O -0.07; C -0.25; C 0.02; C -0.01

No. 6
Here is C6H8P as an isolated structure from OMol25. Energies are from ωB97M-V with the def2-TZVPD basis set.

Calculated total energy: -15628.2152 eV
LUMO level: -0.19876 Eh
HOMO level: -13.9 eV
Net charge: +1
Gap between HOMO and LUMO: 8.4 eV
Largest force on an atom: 6.1 eV/A

Positions of all 15 atoms, in Å:
C -0.2413 0.0020 1.5143
C -0.3689 1.1011 0.7130
C 1.2285 -0.7824 -2.2011
C 1.4587 -0.6048 -0.9771
C -0.4713 -1.3011 0.9100
C -0.7950 1.0394 -0.7058
P -0.5099 -0.6578 -1.2924
H 0.1494 0.0372 2.4270
H -0.0175 2.1268 1.0188
H 1.5004 -1.2826 -3.0941
H 2.0436 -0.1878 -0.1301
H 0.3751 -1.9074 1.1042
H -1.2277 -1.9799 1.0699
H -1.8845 1.1215 -0.7405
H -0.0374 1.7041 -1.1336

These are the Löwdin partial charges, in e, on atoms 1 to 5: C -0.14; C -0.17; C -0.09; C -0.10; C -0.07

No. 7
Here is a single C5H7NO molecule from OMol25. Energies are from ωB97M-V with the def2-TZVPD basis set.

Calculated total energy: -8836.0666 eV
LUMO level: 0.03381 Eh
HOMO level: -8.7 eV
Gap between HOMO and LUMO: 9.6 eV
Structure (SMILES): C[C@H]1C=CNC1=O
Largest force on an atom: 0.4 eV/A

Positions of all 14 atoms, in Å:
C -1.8476 0.1603 0.2057
C -0.4403 0.1994 -0.3924
C 0.5751 1.1316 0.2233
C 1.7315 0.4734 0.3435
N 1.5898 -0.8695 -0.0597
C 0.2784 -1.1500 -0.3866
O -0.1843 -2.2293 -0.6880
H -2.2741 1.1677 0.2989
H -1.8159 -0.2794 1.2073
H -2.5125 -0.4496 -0.4151
H -0.4909 0.4233 -1.4625
H 0.3958 2.1734 0.4640
H 2.6972 0.8340 0.6784
H 2.2977 -1.5853 -0.0167

These are the Löwdin partial charges, in e, on atoms 1 to 5: C -0.05; C -0.28; C -0.06; C -0.10; N 0.09

No. 8
Here is a 2-piece molecular cluster, C2H10N4 overall from OMol25. Energies are from ωB97M-V with the def2-TZVPD basis set.

Calculated total energy: -8191.7274 eV
LUMO level (alpha / beta): 0.00189 / 0.03262 Eh
HOMO level (alpha / beta): -6.9 / -8.0 eV
Gap between HOMO and LUMO (alpha / beta): 7.0 / 8.9 eV
Largest force on an atom: 1.5 eV/A

Positions of all 16 atoms, in Å:
C 0.8776 -1.9197 -0.0850
C 1.4328 1.5909 0.5563
N 0.9843 -0.6840 0.6599
N 1.0156 0.3615 -0.0979
H 0.5287 -1.7959 -1.1150
H 0.1742 -2.5682 0.4358
H 1.8634 -2.4017 -0.0927
H 1.2146 2.4249 -0.1110
H 2.5084 1.5680 0.7332
H 0.9056 1.7321 1.5064
N -1.4458 -0.0966 -0.0392
N -2.6933 0.1174 -0.5952
H -2.7283 -0.2373 -1.5412
H -1.4465 0.3913 0.8565
H -0.1089 0.4640 -0.5689
H -3.0824 1.0534 -0.5020

These are the Löwdin partial charges, in e, on atoms 1 to 5: C -0.16; C -0.12; N -0.10; N -0.21; H 0.06

Repeat the sixth record exactly.
Here is C6H8P as an isolated structure from OMol25. Energies are from ωB97M-V with the def2-TZVPD basis set.

Calculated total energy: -15628.2152 eV
LUMO level: -0.19876 Eh
HOMO level: -13.9 eV
Net charge: +1
Gap between HOMO and LUMO: 8.4 eV
Largest force on an atom: 6.1 eV/A

Positions of all 15 atoms, in Å:
C -0.2413 0.0020 1.5143
C -0.3689 1.1011 0.7130
C 1.2285 -0.7824 -2.2011
C 1.4587 -0.6048 -0.9771
C -0.4713 -1.3011 0.9100
C -0.7950 1.0394 -0.7058
P -0.5099 -0.6578 -1.2924
H 0.1494 0.0372 2.4270
H -0.0175 2.1268 1.0188
H 1.5004 -1.2826 -3.0941
H 2.0436 -0.1878 -0.1301
H 0.3751 -1.9074 1.1042
H -1.2277 -1.9799 1.0699
H -1.8845 1.1215 -0.7405
H -0.0374 1.7041 -1.1336

These are the Löwdin partial charges, in e, on atoms 1 to 5: C -0.14; C -0.17; C -0.09; C -0.10; C -0.07

What is the formula in the second record?
C30H30I2N5O9P2STi

The lowest calculated total energy belongs to which entry?
C32H34Br2N2O2Zn

What is the calculated total energy in the eighth record?
-8191.7274 eV